Record 1
48
Properties=species:S:1:pos:R:3:forces:R:3 method="wB97M-V/def2-TZVPD" charge=+4 lumo_ev=-13.759 relative_energy_kj_mol=102.5
Hf 0.215418 -0.325130 0.046551 1.3 -1.5 0.0
C -1.187778 -2.305715 1.610778 0.0 0.0 0.5
C -0.242556 -1.636597 2.611915 -0.3 -0.4 0.0
N -0.005566 -0.179943 2.267570 -0.5 0.1 0.6
C -1.170173 0.708846 2.624625 -0.4 0.3 0.1
C -2.003508 1.129564 1.427882 0.0 0.1 0.2
C -3.154376 1.873249 1.559824 0.0 -0.1 0.0
C -3.860559 2.228627 0.410273 0.0 0.0 0.0
C -3.430068 1.788158 -0.841787 0.1 -0.1 0.0
C -2.274708 1.044214 -0.920344 -0.1 0.1 -0.1
C -1.729675 0.520018 -2.234380 -0.4 0.2 0.0
N -0.538997 -0.379338 -2.052579 -0.6 0.1 -0.4
C -0.855268 -1.854849 -2.171728 -0.3 -0.4 0.1
C -1.525627 -2.391926 -0.904313 -0.2 -0.1 -0.5
N -0.555140 -2.320567 0.245331 -0.5 -0.4 0.1
N -1.551173 0.753328 0.198301 -1.3 1.0 0.0
H -1.415093 -3.314394 1.958557 0.0 -0.1 -0.1
H -2.137845 -1.770530 1.551069 0.0 0.0 -0.1
H -0.665332 -1.728941 3.613750 0.0 0.1 0.0
H 0.721677 -2.152135 2.623064 0.0 0.1 0.0
H 0.766771 0.114715 2.863439 0.1 0.1 -0.1
H -1.817377 0.213954 3.353103 0.1 -0.1 0.0
H -0.805200 1.611025 3.120237 0.2 -0.1 0.0
H -3.508970 2.179904 2.536942 0.0 0.0 0.0
H -4.754473 2.837051 0.490523 0.0 0.0 0.0
H -3.995145 2.023684 -1.735890 0.0 0.0 0.0
H -2.525302 0.002074 -2.775924 0.1 -0.1 0.0
H -1.451162 1.371677 -2.858691 0.1 -0.1 0.0
H 0.095303 -0.178072 -2.822863 0.1 0.1 0.1
H -1.503861 -2.040440 -3.029451 0.0 0.1 0.0
H 0.079093 -2.392896 -2.352355 0.0 0.1 -0.1
H -2.410997 -1.804634 -0.652370 0.0 0.0 0.1
H -1.861917 -3.414906 -1.078690 0.1 0.0 0.1
H 0.059527 -3.134271 0.186389 0.2 0.0 0.0
C 3.625519 0.937550 -2.509936 0.0 -0.1 0.2
As 3.384471 0.624691 -0.622718 0.8 0.4 -0.1
C 4.927652 -0.095794 0.262768 -0.2 -0.1 -0.1
C 2.658146 2.176714 0.307204 0.4 -0.2 -0.2
O 2.037384 -0.525768 -0.423068 1.3 0.8 -0.2
H 4.600186 1.416441 -2.636659 0.0 0.0 0.1
H 2.857732 1.601874 -2.904197 0.0 0.0 0.1
H 3.640056 -0.015212 -3.040015 0.0 0.0 0.1
H 5.727013 0.648430 0.224093 -0.1 0.1 0.0
H 5.254851 -0.996565 -0.258253 0.0 0.0 0.0
H 4.682795 -0.322826 1.299521 0.0 0.0 0.0
H 3.067651 3.081784 -0.147158 -0.1 0.0 0.0
H 2.972116 2.163270 1.351360 -0.1 -0.1 0.0
H 1.564495 2.230629 0.228295 0.0 0.0 -0.1

Record 2
49
Properties=species:S:1:pos:R:3:forces:R:3 method="wB97M-V/def2-TZVPD" smiles="O=C(COP(=O)(O)O)[C@H](O)[C@H](O)COP(=O)(O)O.CNC(=O)CNC(C)=O" lumo_ev=-0.227 relative_energy_kj_mol=0.0
O -3.243239 -0.390530 -1.715963 -0.4 -0.1 0.2
O -2.818274 -3.189685 1.709764 0.1 0.3 0.0
O 4.659763 0.291654 -0.269979 -1.9 -0.1 0.2
O 2.517319 -3.918871 -2.111721 0.9 0.1 -0.2
O -1.454060 3.930467 3.786681 0.2 -0.7 0.4
O 3.600722 2.728384 -0.240169 -0.5 -1.1 0.1
O 0.561615 1.105672 0.889324 0.2 -0.1 0.2
O 0.551748 -2.774392 -2.943010 -0.9 1.4 0.0
O 0.890712 -3.285342 -0.427133 -1.1 1.4 0.2
O -1.134037 4.335609 1.393295 1.3 0.4 -0.9
O 0.225869 5.574738 3.201385 1.3 0.5 -0.9
O 2.292834 -1.391753 -1.616861 -1.5 -0.5 0.8
O 0.726738 3.063895 2.761136 -1.1 1.3 -1.2
C -2.044818 -0.216919 -1.550248 -0.6 0.5 -0.9
C -2.684595 -2.532052 0.683661 0.1 -0.8 0.7
C 3.431859 0.270711 -0.207945 2.0 0.3 -1.0
N -3.135512 -2.964508 -0.499133 0.1 0.4 -1.1
N -1.384667 -0.629652 -0.470327 0.8 -0.7 1.0
C -1.225705 0.489185 -2.604290 0.0 0.0 0.1
C 2.700190 -1.077165 -0.270171 0.1 0.1 0.8
C -3.864438 -4.214323 -0.699836 0.2 0.3 0.5
C -1.967683 -1.176394 0.764963 -0.3 0.2 -0.8
C 1.597435 3.134104 1.617188 1.4 -0.1 -0.6
C 2.679795 1.616171 -0.155003 0.8 0.4 -0.2
C 1.840882 1.700276 1.133465 -0.6 0.4 0.5
P 1.580937 -2.846385 -1.767569 2.9 -1.4 -0.3
P -0.419940 4.210061 2.786684 -1.8 -2.0 2.5
H 4.465234 2.412431 -0.580362 -0.7 -0.1 0.4
H -0.022181 1.319193 1.647044 0.5 -0.2 -0.4
H 1.167192 -2.856125 -3.683238 -0.4 -0.2 -0.7
H 0.726161 -4.213697 -0.637369 -0.2 -0.5 0.6
H -1.881300 4.888791 1.651079 -0.6 0.0 -0.5
H 0.369892 5.401289 4.139966 0.1 0.7 0.5
H -3.086639 -2.308436 -1.269874 -0.2 -0.1 0.2
H -0.406473 -0.389056 -0.427081 -0.1 0.1 0.1
H -1.896116 0.883214 -3.366915 0.1 -0.1 0.1
H -0.534542 -0.218130 -3.057096 0.2 0.0 -0.1
H -0.675734 1.309271 -2.146054 0.2 0.1 -0.1
H 3.379694 -1.851149 0.105128 0.1 0.2 -0.2
H 1.837430 -1.048547 0.401399 -0.1 0.0 -0.2
H -4.679547 -4.282163 0.023468 0.1 -0.1 0.0
H -4.280900 -4.248054 -1.707394 0.2 0.1 0.1
H -3.193896 -5.061442 -0.550636 -0.1 -0.1 0.0
H -1.176744 -1.276065 1.508161 -0.1 -0.1 -0.2
H -2.692873 -0.456280 1.144201 -0.1 0.0 0.1
H 1.190699 3.726962 0.789720 -0.2 -0.1 0.2
H 2.544475 3.597311 1.914878 -0.2 -0.1 0.0
H 2.008389 1.659803 -1.019052 -0.2 -0.1 0.0
H 2.356331 1.167921 1.941838 0.0 -0.1 0.0

Record 3
133
Properties=species:S:1:pos:R:3:forces:R:3 method="wB97M-V/def2-TZVPD" lumo_ev=-0.383 relative_energy_kj_mol=178.3
C 0.228904 0.604925 -5.457187 1.2 -0.8 0.9
N -0.005156 -0.522775 -4.438037 -2.9 -0.3 -1.7
O 0.773574 -0.787185 -3.589077 2.0 0.2 1.4
O -1.022216 -1.211315 -4.607747 0.6 0.9 -0.3
H 0.145484 0.060795 -6.397967 -0.3 0.6 0.0
H 1.255774 0.910815 -5.257007 0.0 0.0 -0.2
H -0.390476 1.488325 -5.302057 -0.5 -0.6 0.0
C 5.649014 -2.076405 1.179633 -0.9 -0.3 -1.2
N 6.166074 -1.122985 2.160453 1.7 -0.5 -2.7
O 7.102284 -0.456965 1.688323 -0.9 0.0 1.6
O 5.697664 -1.131905 3.247753 -0.1 0.8 1.8
H 6.487804 -2.619195 0.743833 -0.2 0.0 0.3
H 5.222354 -1.468355 0.381923 0.1 0.0 0.0
H 4.840304 -2.699015 1.562303 0.4 0.0 0.3
C -3.852676 1.612305 -4.542057 -0.1 0.0 0.4
N -3.684876 2.341585 -5.851337 -2.2 1.5 1.4
O -4.653226 2.952925 -6.320217 0.9 -1.3 0.4
O -2.565506 2.452275 -6.235517 1.6 -0.3 -1.1
H -3.681146 0.544045 -4.674287 -0.2 0.1 -0.2
H -4.809186 1.871895 -4.088417 -0.1 -0.3 -0.5
H -3.093396 1.982345 -3.853097 0.2 0.1 -0.4
C 0.143784 -2.791625 2.563503 -0.3 0.1 0.3
N -0.289696 -4.187185 2.540103 0.0 -1.1 -1.3
O 0.153084 -4.853145 1.605723 -0.3 -0.1 0.7
O -1.111246 -4.585535 3.338553 0.2 0.1 0.1
H 0.553724 -2.592775 3.553713 0.0 0.2 -0.3
H -0.803396 -2.267895 2.434433 0.2 0.4 0.0
H 0.832564 -2.695805 1.724163 -0.1 0.3 0.3
C -5.710716 5.761055 -2.264007 0.9 0.1 -1.3
N -4.465276 4.919855 -2.488257 1.1 -2.2 0.5
O -3.872846 4.595735 -1.465697 -0.3 1.0 0.0
O -4.112076 4.435195 -3.562397 -1.4 1.5 0.2
H -5.395196 6.517825 -1.545787 -0.4 -0.4 0.1
H -6.507096 5.077315 -1.970077 0.3 0.1 0.4
H -5.968686 6.225925 -3.215557 0.1 -0.1 0.1
C -4.100226 -4.402985 1.102583 0.0 0.2 -0.4
N -4.097546 -2.927915 0.781363 0.9 2.8 1.0
O -3.079556 -2.355845 0.334023 -1.0 -1.8 0.3
O -5.080346 -2.260335 1.080853 0.5 -1.5 -0.4
H -4.570436 -4.831915 0.217703 0.0 -0.3 0.2
H -4.678336 -4.574835 2.010523 -0.2 0.3 -0.3
H -3.098076 -4.801435 1.260793 0.1 0.5 -0.3
C 7.943024 1.404035 -1.425777 -0.1 0.4 -0.5
N 6.867174 0.386895 -1.251507 -0.9 -1.0 0.0
O 6.991844 -0.707125 -1.804437 0.3 1.1 0.7
O 5.862114 0.694135 -0.615437 0.9 0.1 -0.6
H 8.702624 0.987045 -2.087007 -0.1 -0.1 0.3
H 8.327254 1.779355 -0.477307 -0.2 -0.5 0.1
H 7.462054 2.241895 -1.930517 0.0 -0.1 0.0
C 1.139524 -4.168495 -2.903367 -0.1 0.1 -0.4
N 1.687964 -3.559225 -1.678407 -0.5 1.7 0.9
O 2.882664 -3.397345 -1.649877 0.7 -0.3 0.2
O 0.925884 -3.122395 -0.812567 0.4 -0.9 -1.0
H 0.920254 -5.212335 -2.678807 -0.3 0.2 -0.1
H 1.900794 -4.082825 -3.678767 0.0 -0.2 0.3
H 0.307684 -3.533835 -3.208897 -0.2 -0.5 0.2
C -3.843696 0.913635 2.829123 -0.5 -0.8 0.2
N -3.341176 -0.116755 3.797133 -0.5 0.8 0.6
O -3.146776 0.283475 4.910743 0.4 0.6 1.0
O -3.278796 -1.285005 3.507023 0.2 -0.8 -1.2
H -4.860586 1.093095 3.178173 -0.2 -0.2 -0.3
H -3.826296 0.410425 1.862383 0.1 0.7 0.0
H -3.333406 1.862335 2.995473 0.5 -0.5 -0.4
C -1.036626 4.668505 1.816053 -0.1 1.1 0.6
N -0.336966 3.547235 2.440313 0.5 -1.4 -1.0
O -0.764546 3.038385 3.431883 -0.7 0.1 1.1
O 0.636844 3.110525 1.843833 0.3 0.4 -0.3
H -1.703256 5.065275 2.581733 -0.1 0.0 -0.3
H -1.567646 4.343715 0.921273 0.1 -0.2 0.1
H -0.248556 5.391995 1.607203 -0.2 0.0 -0.3
C -1.461026 -2.994225 6.125353 -0.7 -0.1 0.4
N -2.053876 -2.407945 7.383953 -0.8 2.0 1.6
O -1.891396 -1.141665 7.515143 -0.7 -4.3 0.2
O -2.743426 -3.161825 8.152973 2.4 2.6 -2.5
H -0.768766 -2.315315 5.627393 -0.3 0.2 0.6
H -2.357606 -3.110135 5.516413 0.2 -0.3 -0.2
H -0.963066 -3.936005 6.355953 -0.4 0.1 0.0
C 3.555354 -3.633015 4.708553 -0.8 -0.3 -1.0
N 2.234544 -4.132065 5.241483 0.5 0.2 0.5
O 1.352874 -3.296625 5.432503 0.8 -1.0 0.0
O 2.159054 -5.327465 5.452243 -0.5 0.6 0.0
H 3.244094 -2.987695 3.887093 0.4 0.3 0.2
H 4.045394 -4.514965 4.296103 0.2 0.2 0.4
H 4.119704 -3.091325 5.467613 -0.3 -0.1 -0.1
C -4.761726 1.023045 -0.892547 1.0 0.4 -0.5
N -5.802646 1.708615 -0.062957 1.7 0.3 -0.5
O -5.855746 2.942405 -0.097797 -0.5 -1.3 0.0
O -6.381896 0.966045 0.674093 -1.3 0.2 0.8
H -4.280116 0.227825 -0.323527 -0.4 0.1 0.2
H -4.019706 1.787515 -1.122977 -0.1 -0.1 -0.2
H -5.141266 0.548475 -1.797437 -0.4 0.3 0.2
C -0.006676 -0.270495 0.403363 0.2 0.7 0.8
N -0.844946 0.884055 -0.035507 -0.8 -1.4 0.0
O -1.657666 1.368015 0.721183 0.1 0.3 0.7
O -0.782756 1.152945 -1.201687 0.4 0.8 -1.4
H 0.985514 -0.104085 -0.016117 -0.2 -0.3 0.0
H -0.472566 -1.181595 0.027943 0.0 0.2 0.0
H 0.009644 -0.205165 1.491273 0.1 -0.3 -0.1
C 4.828354 -0.497525 -4.042797 -0.4 -0.7 0.6
N 5.266984 0.844015 -4.527457 -0.4 -0.5 -1.0
O 4.652354 1.384995 -5.435007 0.2 -0.4 0.7
O 6.248534 1.296955 -3.986277 0.2 0.4 0.1
H 3.877354 -0.835725 -4.454297 0.0 0.7 -0.1
H 4.799034 -0.424185 -2.955667 -0.2 0.0 -0.1
H 5.542804 -1.295665 -4.244357 0.5 0.6 -0.3
C 2.447864 2.280965 -0.498607 0.5 -0.1 -0.2
N 3.227844 2.257805 0.766553 0.1 0.8 -0.7
O 3.113574 1.302645 1.499423 0.2 0.0 0.3
O 3.928264 3.246645 0.927943 -0.1 -0.8 0.8
H 2.819274 3.179645 -0.991077 -0.7 -0.1 -0.1
H 1.393044 2.257305 -0.224927 0.2 0.2 -0.3
H 2.746534 1.410065 -1.082077 -0.2 -0.1 0.1
C 0.131414 4.977695 -2.239027 0.1 -0.7 -0.3
N 0.196274 3.751525 -3.147157 -0.6 0.8 -1.6
O -0.860926 3.311675 -3.637607 2.3 0.6 1.2
O 1.339894 3.380125 -3.409137 -1.4 -0.3 0.3
H -0.675156 5.653645 -2.523017 -0.3 -0.6 0.1
H 1.071454 5.518545 -2.348097 0.0 -0.4 0.1
H 0.027144 4.497055 -1.266287 -0.1 0.6 0.2
C -2.881886 -3.316825 -3.621517 -0.1 -0.8 1.4
N -3.657936 -2.402735 -2.729017 -0.5 1.3 0.7
O -4.613466 -2.888305 -2.129727 0.7 0.5 -0.7
O -3.285896 -1.229805 -2.597227 -0.5 -1.6 -0.4
H -3.133636 -4.285295 -3.189327 0.0 -0.1 -0.4
H -1.835956 -3.125675 -3.381527 -0.2 0.3 -0.8
H -3.228966 -3.276785 -4.654007 0.4 0.5 0.2
C 2.369094 1.470335 4.637683 0.1 0.1 0.2
N 1.873934 0.104805 4.255293 -0.2 0.6 -0.1
O 2.708664 -0.768665 4.253263 0.1 -0.3 -0.2
O 0.692644 -0.051285 3.972793 0.8 0.2 0.1
H 3.121824 1.341765 5.415483 -0.5 -0.2 0.3
H 1.506864 2.072325 4.924513 0.3 -0.1 -0.1
H 2.960384 1.894195 3.826013 -0.6 -0.2 -0.4

Record 4
68
Properties=species:S:1:pos:R:3:forces:R:3 method="wB97M-V/def2-TZVPD" spin_multiplicity=2 charge=-1 lumo_ev="1.249 / 1.249" relative_energy_kj_mol=66.2 s_squared=0.78
Pb 0.572363 -0.203978 -0.250749 -1.3 0.0 -0.3
S 4.992644 -1.773641 1.057567 -0.4 -0.2 -0.1
Sb 3.204448 -2.788997 0.129267 0.3 0.7 -0.1
S 1.330192 -1.416358 2.055415 0.6 0.1 0.6
S 2.495225 -1.201267 -1.590781 0.6 -0.7 0.1
Cl -0.881426 0.802671 2.759168 0.1 0.1 0.0
C -1.237041 -0.867783 2.958809 0.2 -0.4 -0.1
C -0.259727 -1.835048 2.658363 -0.3 -0.1 -0.3
C -0.618310 -3.181734 2.829498 0.0 0.2 0.0
Cl 0.517522 -4.405420 2.416556 0.0 -0.1 0.0
C -1.873664 -3.550585 3.295745 -0.1 0.1 0.1
Cl -2.280355 -5.209658 3.490327 0.0 -0.1 0.0
C -2.818038 -2.573351 3.604945 0.1 0.0 -0.1
Cl -4.357345 -3.019989 4.220862 -0.1 0.0 0.0
C -2.496292 -1.232302 3.419221 -0.1 0.1 0.1
Cl -3.663054 -0.023340 3.783905 0.0 0.0 0.0
C -2.054961 -2.584734 -0.738298 0.0 0.0 0.0
O -2.248661 -1.179629 -0.721891 -0.1 0.0 0.2
C -2.958854 -0.596879 -1.758448 0.1 0.5 -0.3
C -4.109893 -1.199323 -2.302802 -0.2 -0.4 0.1
C -4.780198 -0.534550 -3.318446 0.1 0.1 0.0
Br -6.313482 -1.380225 -4.087654 0.0 0.0 0.0
C -4.389963 0.687939 -3.797980 -0.1 -0.1 0.0
C -3.253337 1.331631 -3.227790 0.2 0.6 -0.2
C -2.539045 0.647178 -2.190284 -0.2 -0.5 0.1
O -1.448739 1.226904 -1.613000 0.2 0.3 -0.1
C -2.811342 2.599713 -3.667629 -0.2 -0.5 0.2
N -1.732197 3.259054 -3.189618 0.2 0.0 0.1
C -1.652584 4.442105 -3.868895 -0.1 -0.1 0.0
C -0.736126 5.487645 -3.764596 -0.1 -0.1 0.0
C -0.902089 6.589315 -4.597524 0.0 0.1 -0.1
C -1.947875 6.663057 -5.511595 0.0 0.1 0.0
C -2.876692 5.626884 -5.628598 0.0 -0.2 0.1
C -2.713239 4.529930 -4.804175 0.1 0.2 -0.1
N -3.427355 3.357946 -4.657691 0.1 0.0 0.0
H -2.806990 -3.105291 -1.326853 0.0 0.0 0.0
H -2.104020 -2.930114 0.295354 0.0 0.0 0.0
H -1.069856 -2.828781 -1.155369 0.0 0.0 0.0
H -4.482833 -2.140697 -1.930170 0.0 0.0 0.0
H -4.942746 1.148293 -4.605159 0.0 0.0 0.0
H -1.309858 2.114104 -2.081539 -0.1 -0.1 0.1
H 0.077637 5.435075 -3.052721 0.0 0.0 0.0
H -0.200200 7.412898 -4.537974 0.0 0.0 0.0
H -2.043226 7.536504 -6.144643 0.0 0.0 0.0
H -3.691726 5.683520 -6.340112 0.0 0.0 0.0
H -4.243649 3.091995 -5.171679 0.0 0.0 0.0
C 4.430327 2.115498 -1.380394 0.0 0.0 0.1
C 4.320918 2.061671 0.140740 -0.3 0.0 -0.1
Sb 2.256186 2.057775 0.782424 0.9 0.8 0.3
C 2.526580 2.211834 2.932568 0.0 0.0 -0.3
C 3.853097 2.812502 3.383125 -0.1 0.0 0.0
C 1.727330 4.101634 0.262380 0.0 -0.3 0.1
C 2.758854 5.163992 0.615084 0.0 -0.1 0.0
H 5.480497 2.129705 -1.679514 0.0 0.0 0.0
H 3.946344 3.005984 -1.790058 0.0 0.0 0.0
H 3.971453 1.235022 -1.826985 0.0 0.0 -0.1
H 4.822770 2.911908 0.606030 0.0 0.0 0.1
H 4.758848 1.138608 0.519483 0.0 0.0 0.1
H 2.425899 1.191130 3.300416 -0.1 0.0 0.0
H 1.682277 2.791797 3.308470 0.0 0.0 0.0
H 4.696016 2.251846 2.979150 0.0 0.0 0.0
H 3.921087 2.782402 4.473248 0.0 0.0 0.0
H 3.950067 3.853326 3.074064 0.1 0.0 0.0
H 0.779239 4.299241 0.765676 0.0 0.0 -0.1
H 1.527461 4.094230 -0.810175 -0.1 0.0 0.0
H 2.916696 5.216076 1.692630 0.0 0.0 0.0
H 2.420176 6.147919 0.282285 0.0 0.0 0.0
H 3.718382 4.962074 0.137147 0.0 0.0 0.0

Record 5
14
Properties=species:S:1:pos:R:3:forces:R:3 method="wB97M-V/def2-TZVPD" smiles="O=C(O)NCCS" lumo_ev=0.711 relative_energy_kj_mol=39.2
C 0.031621 0.258793 0.823731 1.0 -1.0 0.1
C -1.185200 1.058585 0.423790 0.1 -1.0 -1.5
S -2.673993 0.926823 1.437671 0.1 0.6 0.5
N 1.019658 0.186146 -0.275294 -1.4 0.8 1.1
C 1.066052 -0.926669 -1.024981 2.1 -0.2 -0.7
O 2.187034 -0.911588 -1.860999 -0.9 0.6 0.7
O 0.404878 -1.927639 -0.941617 -0.6 0.1 0.4
H 0.512940 0.624598 1.734084 0.0 0.2 -0.2
H -0.122242 -0.813059 0.995334 -0.8 0.4 0.2
H -1.440033 0.651302 -0.561707 -0.2 0.2 0.0
H -0.859869 2.079802 0.202233 -0.6 0.1 0.6
H -2.829126 -0.402785 1.413557 0.2 0.0 -0.2
H 1.487673 1.038113 -0.518702 0.5 -0.2 -0.4
H 2.400607 -1.842423 -1.847099 0.3 -0.6 -0.6